Record 1
This record from the Open Molecules 2025 dataset describes a structure of composition C29H46BrN3P2PdS. The level of theory is ωB97M-V with the def2-TZVPD basis set.

## Properties
multiplicity	1
calculated total energy	-138221.919	eV
strongest force on any atom	2.3	eV Å⁻¹
E_HOMO (spin up / spin down)	-0.23315 / -0.21808	hartree
HOMO-LUMO gap (spin up / spin down)	6.3227 / 5.9246	eV

Last column: Löwdin charge in e.
Element x y z (Å)
N -5.525 4.102 -4.096  0.02
C -5.442 4.498 -2.825  -0.16
C -4.753 3.742 -1.877  -0.03
C -4.087 2.540 -2.264  -0.21
C -4.143 2.197 -3.641  -0.02
C -4.919 2.994 -4.509  -0.16
C -3.272 1.831 -1.296  -0.08
Pd -0.688 0.376 0.119  0.41
P 4.219 -0.649 0.419  0.95
C -2.144 1.077 -1.586  -0.15
C -0.898 1.810 -1.296  -0.38
C 0.237 1.967 -2.150  -0.04
C 1.234 2.846 -1.749  -0.13
C 1.179 3.458 -0.466  -0.74
C 0.062 3.386 0.344  -0.19
C -0.945 2.477 0.008  -0.24
Br 2.665 4.109 0.405  0.82
H -3.481 2.198 -0.290  0.09
H -2.160 0.193 -2.227  0.07
H -4.682 4.101 -0.853  0.10
H -3.578 1.352 -4.032  0.10
H -5.944 5.425 -2.536  0.10
H -5.042 2.704 -5.563  0.10
H 0.265 1.479 -3.117  0.11
H -1.848 2.530 0.628  0.05
H 2.074 3.119 -2.407  0.11
H -0.066 4.029 1.216  0.10
P -1.201 -1.813 -0.355  0.85
C 4.222 1.179 0.426  -0.50
C 5.488 1.828 -0.144  -0.17
H 4.047 1.486 1.471  0.06
H 3.343 1.478 -0.170  0.03
H 5.396 2.915 -0.063  0.04
H 6.386 1.528 0.407  0.07
H 5.631 1.581 -1.202  0.07
C 3.839 -0.945 -1.354  -0.42
C 4.933 -1.809 -2.004  -0.18
H 3.808 0.050 -1.835  0.07
H 2.845 -1.418 -1.447  0.05
H 4.684 -1.985 -3.059  0.06
H 5.909 -1.302 -1.961  0.06
H 5.020 -2.783 -1.504  0.06
C 2.788 -1.168 1.420  -0.44
C 3.332 -1.813 2.692  -0.20
H 2.153 -1.859 0.843  0.05
H 2.198 -0.278 1.664  0.05
H 2.554 -2.346 3.246  0.06
H 4.136 -2.525 2.457  0.06
H 3.747 -1.050 3.356  0.06
C -1.056 -2.858 1.151  -0.41
C -1.516 -4.316 1.202  -0.14
H -1.568 -2.264 1.923  0.02
H 0.014 -2.826 1.384  0.06
H -2.556 -4.435 1.551  0.07
H -1.428 -4.852 0.246  0.06
H -0.891 -4.863 1.925  0.07
C 0.143 -2.373 -1.459  -0.42
C -0.046 -2.098 -2.947  -0.14
H 0.276 -3.446 -1.267  0.08
H 1.030 -1.842 -1.086  0.02
H -0.897 -2.656 -3.352  0.07
H -0.200 -1.035 -3.172  0.06
H 0.847 -2.420 -3.498  0.07
C -2.742 -2.400 -1.188  -0.39
C -3.988 -2.213 -0.303  -0.14
H -2.606 -3.466 -1.454  0.08
H -2.853 -1.847 -2.142  0.07
H -4.864 -1.954 -0.923  0.08
H -4.226 -3.148 0.229  0.06
H -3.865 -1.407 0.440  0.06
C -1.277 -1.253 4.902  -0.03
N -0.276 -0.309 4.404  -0.13
C 1.006 -0.170 4.891  -0.07
C 1.556 0.912 4.279  -0.08
N 0.618 1.373 3.362  0.09
C -0.487 0.575 3.392  -0.75
S -1.832 0.508 2.395  0.67
H -2.248 -0.747 4.990  0.08
H -1.381 -2.120 4.236  0.08
H -0.923 -1.582 5.888  0.09
H 1.423 -0.868 5.601  0.13
H 2.497 1.402 4.433  0.12
H 0.739 2.157 2.723  0.14

=====

Record 2
This record from the Open Molecules 2025 dataset describes a structure of composition C29H46BrN3P2PtS. The level of theory is ωB97M-V with the def2-TZVPD basis set.

## Properties
multiplicity	5
calculated total energy	-137944.920	eV
strongest force on any atom	5.7	eV Å⁻¹
E_HOMO (spin up / spin down)	-0.66477 / -0.66525	hartree
HOMO-LUMO gap (spin up / spin down)	6.3143 / 4.3105	eV
<S²>	6.058
charge	+4

Last column: Löwdin charge in e.
Element x y z (Å)
N -4.147 -8.227 2.381  0.32
C -2.932 -7.863 2.830  0.01
C -2.295 -6.677 2.415  0.06
C -2.928 -5.829 1.448  -0.17
C -4.195 -6.265 0.973  0.05
C -4.749 -7.458 1.463  0.00
C -2.356 -4.573 1.052  -0.03
Pt -2.573 -2.811 -0.953  0.86
P -1.535 3.012 0.712  0.73
C -3.168 -3.418 0.766  -0.33
C -2.605 -2.059 1.442  -0.25
C -3.537 -0.999 1.542  -0.03
C -3.145 0.237 2.063  -0.06
C -1.818 0.466 2.469  -0.18
C -0.969 -0.656 2.527  -0.12
C -1.394 -1.927 2.124  -0.04
Br -0.119 1.344 0.317  0.65
H -1.283 -4.457 1.097  0.11
H -4.236 -3.576 0.826  0.10
H -1.352 -6.385 2.899  0.15
H -4.741 -5.661 0.240  0.14
H -2.466 -8.526 3.577  0.17
H -5.748 -7.763 1.126  0.17
H -4.579 -1.219 1.324  0.13
H -0.849 -2.818 2.415  0.12
H -3.892 1.033 2.064  0.10
H 0.022 -0.508 2.944  0.10
P -1.502 -0.777 -1.963  0.91
C -1.069 3.090 2.426  -0.36
C -1.743 4.043 3.351  -0.10
H 0.026 3.072 2.560  0.09
H -1.422 1.478 2.846  0.07
H -1.407 3.787 4.370  0.11
H -1.400 5.077 3.183  0.11
H -2.845 3.984 3.376  0.10
C -3.293 2.904 0.319  -0.33
C -3.973 4.247 -0.042  -0.09
H -3.805 2.549 1.227  0.07
H -3.441 2.133 -0.457  0.08
H -5.051 4.088 -0.189  0.11
H -3.869 4.977 0.772  0.10
H -3.611 4.678 -0.987  0.08
C -0.880 4.258 -0.453  -0.36
C 0.123 5.288 0.061  -0.09
H -1.763 4.814 -0.840  0.08
H -0.483 3.692 -1.298  0.07
H 0.984 5.298 -0.610  0.09
H -0.304 6.297 0.022  0.10
H 0.478 5.094 1.076  0.07
C -0.030 -0.021 -2.950  -0.41
C -0.063 -0.129 -4.491  -0.11
H 0.894 -0.452 -2.527  0.00
H -0.034 1.052 -2.676  0.05
H 0.300 -1.098 -4.869  0.09
H -1.051 0.071 -4.944  0.08
H 0.604 0.640 -4.915  0.10
C -2.571 0.576 -2.646  -0.41
C -4.048 0.277 -2.545  -0.14
H -2.271 0.674 -3.697  0.07
H -2.299 1.529 -2.149  0.06
H -4.329 -0.461 -3.307  0.09
H -4.334 -0.113 -1.559  0.06
H -4.617 1.192 -2.754  0.09
C -1.855 -2.362 -2.948  -0.52
C -0.589 -3.176 -3.030  -0.15
H -2.243 -1.920 -3.862  0.10
H -2.770 -3.084 -2.607  0.05
H -0.480 -3.718 -2.082  0.06
H -0.680 -3.899 -3.840  0.11
H 0.278 -2.534 -3.166  0.05
C 4.027 0.016 -1.911  0.01
N 3.859 0.391 -0.515  -0.09
C 4.599 1.313 0.199  0.07
C 4.127 1.315 1.483  0.06
N 3.073 0.415 1.494  0.10
C 2.903 -0.206 0.275  -0.75
S 1.780 -1.354 -0.203  0.83
H 3.857 -1.065 -1.994  0.09
H 3.313 0.541 -2.559  0.11
H 5.049 0.240 -2.212  0.12
H 5.425 1.844 -0.258  0.17
H 4.421 1.889 2.350  0.16
H 2.536 0.165 2.318  0.16

=====

Question: Which of these has the lowest strongest force on any atom?
Answer: C29H46BrN3P2PdS